DFT (ωB97M-V with the def2-TZVPD basis set) results for C12H10As5CuF30N2O4 as an isolated structure.

ΔE to the lowest compared entry with this formula, charge and spin   0.000 eV
Largest force on an atom   2.11 eV/Å
Highest occupied orbital energy   0.39 eV
Frontier orbital gap   0.2488 Eh
LUMO   7.166 eV

```
! RIJCOSX wB97M-V def2-TZVPD def2/J DEFGRID3
* xyz -4 1
Cu 0.27 -0.07 -0.08
As -2.25 3.01 -1.14
F -3.42 4.31 -1.31
F -3.54 1.91 -1.59
F -1.10 1.67 -0.82
F -0.94 4.17 -1.04
F -2.72 2.94 0.52
F -1.86 3.06 -2.89
As -0.22 1.97 3.45
F -0.04 0.40 4.14
F -1.94 1.84 3.56
F -0.34 3.51 2.58
F 1.50 2.14 3.33
F -0.20 1.23 1.81
F -0.18 2.67 5.06
As 2.56 1.65 -3.00
F 3.18 2.73 -1.80
F 3.98 0.65 -2.77
F 2.08 0.47 -4.22
F 1.19 2.68 -3.19
F 3.41 2.58 -4.26
F 1.63 0.77 -1.76
As -1.24 -1.44 -3.78
F 0.25 -1.93 -4.63
F -2.09 -1.71 -5.26
F -2.68 -0.97 -2.92
F -0.26 -1.23 -2.31
F -0.96 0.23 -4.13
F -1.53 -3.12 -3.24
As -3.66 -1.20 1.17
F -2.11 -0.83 0.38
F -3.98 0.40 1.73
F -5.12 -1.73 2.02
F -3.41 -2.82 0.52
F -2.84 -1.55 2.69
F -4.57 -0.81 -0.25
C 3.12 5.11 1.19
C 2.10 4.33 0.70
C 2.28 2.95 0.64
C 3.47 2.40 0.97
C 4.55 3.19 1.39
C 4.35 4.56 1.57
N 3.65 0.95 0.79
O 2.68 0.23 0.80
O 4.79 0.56 0.59
H 2.93 6.18 1.21
H 1.15 4.81 0.51
H 1.44 2.35 0.32
H 5.53 2.78 1.60
H 5.27 5.07 1.82
C -1.97 -6.69 -0.05
C -1.16 -6.86 1.07
C -0.53 -5.77 1.63
C -0.71 -4.49 1.10
C -1.38 -4.34 -0.09
C -2.08 -5.43 -0.62
N 0.12 -3.39 1.58
O 0.55 -3.51 2.73
O 0.28 -2.42 0.89
H -2.62 -7.48 -0.42
H -0.94 -7.83 1.51
H 0.27 -5.95 2.34
H -1.46 -3.49 -0.75
H -2.52 -5.40 -1.61
*
```



DFT (ωB97M-V with the def2-TZVPD basis set) results for a 2-piece molecular cluster, C4H7Br2Cl overall.

ΔE to the lowest compared entry with this formula, charge and spin   0.362 eV
Largest force on an atom   4.86 eV/Å
Highest occupied orbital energy   -9.95 eV
SMILES string   C=C(Cl)Br.CCBr
Frontier orbital gap   0.3853 Eh
LUMO   0.536 eV

```
! RIJCOSX wB97M-V def2-TZVPD def2/J DEFGRID3
* xyz 0 1
C 2.60 0.51 -1.89
C 2.11 1.43 -1.14
Cl 1.11 2.76 -1.68
Br 2.52 1.53 0.74
H 2.40 0.49 -2.98
H 3.42 -0.15 -1.47
C -1.88 -1.50 1.32
C -1.32 -0.26 0.78
Br -2.66 1.16 1.11
H -1.41 -2.39 1.55
H -2.53 -1.46 2.21
H -2.69 -2.00 0.67
H -0.35 0.02 1.07
H -1.31 -0.14 -0.31
*
```



DFT (ωB97M-V with the def2-TZVPD basis set) results for a 6-piece molecular cluster, C19H34O18 overall.

Largest force on an atom   2.12 eV/Å
Highest occupied orbital energy   -10.52 eV
SMILES string   CCOC(=O)OC.COC(=O)OC.COC(=O)OC.COC(=O)OC.O=C1OCCO1.O=C1OCCO1
Frontier orbital gap   0.4033 Eh
LUMO   0.460 eV

```
! RIJCOSX wB97M-V def2-TZVPD def2/J DEFGRID3
* xyz 0 1
C -1.25 3.64 -2.57
C 0.08 4.00 -1.97
O 1.10 3.25 -2.63
C 1.78 3.90 -3.57
O 1.49 4.98 -4.03
O 2.79 3.13 -3.98
C 3.56 3.55 -5.08
H -1.42 2.56 -2.61
H -1.34 4.10 -3.56
H -2.09 3.97 -1.95
H 0.14 3.79 -0.90
H 0.25 5.07 -2.06
H 3.50 4.63 -5.23
H 3.19 3.12 -6.02
H 4.56 3.14 -5.00
C -2.45 0.11 3.21
O -1.66 -0.80 2.48
C -1.07 -0.35 1.36
O -1.33 0.67 0.80
O -0.20 -1.26 0.97
C 0.47 -1.05 -0.26
H -2.18 0.05 4.26
H -3.51 -0.18 3.17
H -2.45 1.13 2.86
H 1.14 -1.89 -0.43
H 1.01 -0.11 -0.33
H -0.24 -1.10 -1.09
C 3.67 0.88 -1.81
O 2.69 0.29 -2.66
C 3.08 -0.16 -3.85
O 4.19 -0.10 -4.30
O 2.06 -0.69 -4.53
C 0.82 -0.81 -3.86
H 4.17 0.10 -1.24
H 3.13 1.59 -1.18
H 4.32 1.53 -2.39
H 0.89 -1.47 -3.00
H 0.15 -1.35 -4.52
H 0.32 0.14 -3.67
C -2.02 5.98 5.73
O -1.45 4.92 4.96
C -0.79 3.98 5.60
O -0.71 3.87 6.80
O -0.26 3.16 4.69
C 0.45 2.05 5.18
H -1.23 6.51 6.26
H -2.73 5.55 6.45
H -2.58 6.60 5.05
H 1.48 2.30 5.45
H 0.50 1.20 4.50
H 0.06 1.60 6.10
O 0.16 -3.70 -2.18
C 0.31 -4.66 -1.50
O 1.35 -4.81 -0.65
C 1.36 -6.13 -0.15
C -0.04 -6.66 -0.49
O -0.49 -5.74 -1.48
H 2.12 -6.75 -0.65
H 1.63 -6.20 0.90
H -0.69 -6.56 0.38
H -0.07 -7.69 -0.83
O -1.09 -4.89 2.82
C -1.93 -4.60 2.06
O -3.26 -4.70 2.25
C -3.95 -4.28 1.05
C -2.86 -3.50 0.31
O -1.68 -4.11 0.81
H -4.36 -5.14 0.52
H -4.76 -3.63 1.37
H -2.91 -2.44 0.59
H -2.93 -3.55 -0.77
*
```



DFT (ωB97M-V with the def2-TZVPD basis set) results for a 2-piece molecular cluster, C7H14N2 overall.

ΔE to the lowest compared entry with this formula, charge and spin   0.841 eV
Largest force on an atom   2.53 eV/Å
Highest occupied orbital energy   -8.59 eV
SMILES string   Cc1c[nH]cn1.CCC
Frontier orbital gap   0.3460 Eh
LUMO   0.825 eV

```
! RIJCOSX wB97M-V def2-TZVPD def2/J DEFGRID3
* xyz 0 1
C -2.44 -0.33 -2.98
C -2.26 -0.12 -1.53
C -1.98 1.07 -0.90
N -1.74 0.77 0.42
C -1.92 -0.57 0.56
N -2.22 -1.12 -0.58
H -2.32 -1.34 -3.38
H -1.64 0.14 -3.57
H -3.41 0.03 -3.31
H -2.10 2.08 -1.26
H -1.30 1.50 0.95
H -1.69 -1.08 1.48
C 2.25 1.01 0.49
C 2.65 0.09 1.69
C 2.02 -1.32 1.74
H 3.11 1.55 0.13
H 1.53 1.67 1.00
H 1.62 0.52 -0.24
H 3.73 -0.05 1.63
H 2.41 0.57 2.63
H 1.20 -1.45 1.03
H 2.73 -2.01 1.27
H 1.76 -1.65 2.74
*
```



DFT (ωB97M-V with the def2-TZVPD basis set) results for C51H49Cl3F3KN4O5Sb as an isolated structure.

Largest force on an atom   5.71 eV/Å
Highest occupied orbital energy (spin up / spin down)   -5.73 / -5.73 eV
Frontier orbital gap (spin up / spin down)   0.2297 / 0.2298 Eh
LUMO (spin up / spin down)   0.525 / 0.527 eV

```
! RIJCOSX wB97M-V def2-TZVPD def2/J DEFGRID3
* xyz -1 1
K -0.13 -0.72 0.44
C 1.33 -3.77 -3.43
C 1.37 -2.76 -2.29
C 2.10 -1.49 -2.74
C 2.03 -3.41 -1.10
C 3.40 -3.65 -1.14
C 4.05 -4.31 -0.13
C 3.34 -4.76 0.97
C 1.97 -4.57 1.05
C 1.19 -5.17 2.19
C 0.86 -6.62 1.85
C 1.90 -5.05 3.54
C 1.31 -3.89 0.01
N -0.07 -3.75 0.06
C -0.94 -4.34 -0.75
O -0.70 -5.19 -1.59
C -2.34 -3.83 -0.53
C -3.48 -4.51 -0.97
C -4.72 -3.97 -0.66
C -4.78 -2.77 0.02
C -3.60 -2.14 0.41
N -2.43 -2.69 0.13
C -3.66 -0.77 1.03
O -4.67 -0.44 1.65
N -2.62 -0.03 0.68
C -2.68 1.34 0.94
C -3.13 2.24 -0.04
C -3.09 3.61 0.23
C -2.68 4.09 1.45
C -2.29 3.20 2.43
C -2.25 1.84 2.19
C -1.82 0.88 3.27
C -2.99 0.65 4.24
C -0.58 1.37 4.02
C -3.82 1.83 -1.32
C -5.29 1.57 -0.99
C -3.21 0.63 -2.05
H 0.82 -3.35 -4.30
H 0.79 -4.66 -3.12
H 2.34 -4.06 -3.71
H 0.34 -2.49 -2.02
H 3.08 -1.73 -3.15
H 2.24 -0.81 -1.92
H 1.52 -1.00 -3.52
H 3.96 -3.31 -1.99
H 5.12 -4.49 -0.19
H 3.86 -5.29 1.76
H 0.23 -4.64 2.28
H 1.77 -7.21 1.76
H 0.33 -6.67 0.90
H 0.24 -7.06 2.63
H 2.73 -5.76 3.61
H 1.20 -5.27 4.35
H 2.29 -4.05 3.67
H -3.37 -5.44 -1.51
H -5.63 -4.48 -0.95
H -5.71 -2.29 0.29
H -3.42 4.30 -0.53
H -2.69 5.15 1.65
H -2.03 3.57 3.41
H -1.58 -0.08 2.81
H -3.27 1.59 4.72
H -2.71 -0.07 5.00
H -3.85 0.28 3.69
H -0.81 2.24 4.63
H 0.22 1.62 3.33
H -0.23 0.58 4.68
H -3.76 2.69 -2.00
H -5.38 0.82 -0.21
H -5.83 1.24 -1.88
H -5.76 2.49 -0.62
H -3.49 -0.30 -1.57
H -2.13 0.71 -2.07
H -3.58 0.62 -3.08
O -1.04 -3.06 1.57
N -0.66 -2.21 2.24
F 2.55 7.36 2.68
C 2.21 6.24 1.98
C 1.14 5.48 2.41
C 0.81 4.35 1.69
C 1.52 3.99 0.55
C 2.59 4.77 0.15
C 2.94 5.90 0.86
Sb 0.84 2.25 -0.54
C 2.67 2.10 -1.66
C 2.71 2.06 -3.04
C 3.91 1.87 -3.71
C 5.06 1.68 -2.97
F 6.24 1.49 -3.62
C 5.05 1.71 -1.59
C 3.85 1.92 -0.94
C -0.20 3.45 -2.00
C -0.54 4.77 -1.75
C -1.34 5.48 -2.62
C -1.82 4.85 -3.75
F -2.62 5.53 -4.61
C -1.50 3.53 -4.04
C -0.70 2.84 -3.15
H 0.58 5.77 3.29
H -0.03 3.74 2.01
H 3.15 4.51 -0.74
H 3.77 6.52 0.56
H 1.81 2.20 -3.62
H 3.95 1.84 -4.79
H 5.96 1.54 -1.04
H 3.82 1.94 0.14
H -0.17 5.26 -0.85
H -1.62 6.51 -2.42
H -1.90 3.07 -4.93
H -0.47 1.81 -3.35
Cl 4.64 -1.94 2.57
C 3.35 -0.80 2.22
Cl 3.81 0.82 2.75
Cl 1.91 -1.27 3.08
C 3.09 -0.69 0.67
O 4.00 -1.01 -0.05
O 1.96 -0.24 0.40
*
```



DFT (ωB97M-V with the def2-TZVPD basis set) results for one molecule with the formula C5H4Cl2.

ΔE to the lowest compared entry with this formula, charge and spin   3.689 eV
Largest force on an atom   8.68 eV/Å
Highest occupied orbital energy   -9.03 eV
SMILES string   C#C/C=C\C(Cl)Cl
Frontier orbital gap   0.3085 Eh
LUMO   -0.637 eV

```
! RIJCOSX wB97M-V def2-TZVPD def2/J DEFGRID3
* xyz 0 1
C -2.28 0.14 -1.44
C -1.39 -0.10 -0.60
C -0.90 -0.37 0.67
C 0.44 -0.08 0.84
C 1.65 -0.03 0.20
Cl 1.98 -1.44 -0.97
Cl 1.74 1.67 -0.67
H -2.65 0.71 -2.45
H -1.67 -0.68 1.49
H 0.58 0.16 1.94
H 2.51 0.00 0.99
*
```



Q: The lowest largest force on an atom belongs to which entry?
A: C12H10As5CuF30N2O4



Q: The highest largest force on an atom belongs to which entry?
A: C5H4Cl2



Q: The lowest largest force on an atom belongs to which entry?
A: C12H10As5CuF30N2O4